The following is a quantum chemistry calculation of a molecular structure, C42H62MnN2OPSbSe4, from OMol25.

Geometry (Å):
Mn1 -0.284 -0.247 0.356
C1 5.001 3.050 -3.600
C2 5.498 1.819 -2.834
C3 6.097 0.771 -3.770
C4 4.401 1.254 -1.967
C5 4.051 1.880 -0.784
C6 3.172 1.312 0.122
C7 2.886 2.096 1.367
C8 2.432 3.514 1.023
C9 4.127 2.131 2.265
C10 2.636 0.013 -0.058
C11 2.938 -0.580 -1.318
C12 3.729 0.082 -2.249
C13 2.474 -1.931 -1.814
C14 1.406 -1.706 -2.887
C15 3.586 -2.806 -2.397
C16 2.410 -0.869 1.186
C17 3.523 -1.722 1.287
C18 3.694 -2.688 2.263
C19 2.698 -2.883 3.201
C20 1.596 -2.052 3.165
C21 1.439 -1.011 2.241
P1 -0.082 0.001 2.701
C22 0.428 0.972 4.312
C23 -0.785 1.546 5.051
C24 1.276 2.202 4.002
C25 1.266 0.094 5.244
C26 -1.618 -1.015 3.397
C27 -2.036 -2.170 2.500
C28 -2.775 0.003 3.325
C29 -1.516 -1.649 4.794
H1 5.815 3.479 -4.180
H2 4.636 3.802 -2.904
H3 4.190 2.777 -4.272
H4 6.292 2.150 -2.153
H5 5.404 0.513 -4.566
H6 6.354 -0.130 -3.217
H7 7.006 1.151 -4.229
H8 4.526 2.819 -0.538
H9 2.038 1.588 1.839
H10 3.258 4.125 0.671
H11 2.010 4.002 1.898
H12 1.678 3.462 0.244
H13 4.989 2.452 1.685
H14 4.347 1.143 2.667
H15 4.005 2.835 3.086
H16 3.884 -0.393 -3.202
H17 2.060 -2.498 -0.976
H18 1.838 -1.216 -3.756
H19 0.606 -1.067 -2.502
H20 0.979 -2.654 -3.211
H21 3.976 -2.404 -3.328
H22 3.188 -3.797 -2.617
H23 4.415 -2.917 -1.700
H24 4.302 -1.609 0.544
H25 4.595 -3.286 2.270
H26 2.774 -3.653 3.954
H27 0.822 -2.206 3.902
H28 -1.230 2.348 4.466
H29 -0.424 1.983 5.981
H30 -1.544 0.826 5.318
H31 0.844 2.789 3.196
H32 2.293 1.924 3.775
H33 1.312 2.829 4.892
H34 0.718 -0.735 5.673
H35 1.607 0.717 6.069
H36 2.153 -0.293 4.745
H37 -2.308 -1.837 1.502
H38 -2.924 -2.635 2.927
H39 -1.265 -2.938 2.453
H40 -3.248 -0.048 2.351
H41 -2.468 1.030 3.473
H42 -3.531 -0.243 4.068
H43 -0.852 -2.511 4.794
H44 -2.506 -2.039 5.034
H45 -1.230 -0.984 5.598
C30 -2.563 2.657 1.080
N1 -3.519 1.954 0.258
C31 -4.700 2.701 -0.132
C32 -5.918 1.803 0.028
C33 -5.732 0.609 -0.895
N2 -4.376 0.092 -0.814
C34 -4.167 -1.212 -1.405
C35 -3.376 0.666 -0.116
O1 -2.367 -0.036 0.178
H46 -2.342 3.622 0.625
H47 -2.982 2.825 2.075
H48 -1.637 2.071 1.153
H49 -4.610 3.035 -1.173
H50 -4.776 3.581 0.507
H51 -6.830 2.335 -0.229
H52 -5.986 1.476 1.066
H53 -5.940 0.892 -1.934
H54 -6.423 -0.195 -0.622
H55 -4.640 -1.235 -2.386
H56 -4.582 -2.007 -0.782
H57 -3.095 -1.384 -1.515
C36 -0.127 1.167 -0.554
C37 -0.496 2.146 -1.508
C38 -0.518 3.534 -1.304
C39 -1.028 4.378 -2.272
C40 -1.532 3.872 -3.460
C41 -1.538 2.498 -3.670
C42 -1.022 1.647 -2.717
H58 -0.150 3.932 -0.373
H59 -1.041 5.442 -2.095
H60 -1.928 4.544 -4.208
H61 -1.950 2.096 -4.583
H62 -1.035 0.577 -2.862
Se1 1.355 -6.272 -0.946
Sb1 0.601 -4.462 0.696
Se2 -0.517 -2.519 -0.304
Se3 -0.040 -5.265 2.883
Se4 3.038 -5.078 0.159

Atomic forces in eV per Å
0.0283 2.5328 -0.6982
0.1855 -0.1638 0.1764
-0.0251 0.0158 -0.1774
0.0290 0.1978 0.2162
-0.0636 0.0105 0.1395
-0.1249 -0.1257 -0.0588
-0.2202 -0.0882 0.1250
0.0421 0.0552 0.0297
-0.0645 -0.2730 0.1349
-0.2639 -0.0831 0.0241
0.6356 0.3582 -0.4414
-0.2532 -0.1222 0.1098
0.0717 0.2623 0.0851
-0.1573 -0.3367 0.1452
-0.1712 0.0181 0.1985
0.0021 0.0222 0.0679
0.1284 -0.1957 0.1181
0.0049 -0.1536 -0.0124
-0.1174 0.1324 0.0890
0.1494 0.0353 -0.0064
0.1455 -0.2205 -0.0493
-0.3316 -0.0139 0.2108
-0.2190 -0.2792 0.3485
0.1052 0.3861 -0.1750
-0.0830 -0.1246 -0.0088
0.0071 -0.0764 -0.0520
0.0306 -0.0786 -0.0862
0.0800 -0.1553 -0.2152
0.1144 -0.0262 -0.2987
0.1109 0.2123 -0.1624
0.1760 0.1164 0.0460
0.0002 0.0827 -0.0966
-0.0645 0.1270 -0.0143
-0.0772 -0.0105 -0.1033
-0.0837 -0.0149 -0.0122
-0.0803 -0.0843 -0.1325
0.0163 -0.1061 -0.0412
0.0592 0.0711 -0.0917
0.0178 0.1331 0.0718
0.3581 0.1598 0.0701
0.0747 0.0837 -0.0903
-0.0156 0.1207 0.0788
-0.0273 0.1550 -0.0980
0.0687 0.0363 -0.0481
0.0611 -0.0847 0.0860
0.0220 0.0179 0.1111
0.1243 -0.1135 -0.0725
-0.0219 0.2218 -0.2050
0.1242 0.0770 -0.1292
0.0562 -0.1236 -0.1575
-0.1025 -0.0545 0.0075
0.0758 0.0794 -0.1387
0.0189 0.0068 0.0516
0.0452 -0.0453 0.0112
-0.0020 0.0246 -0.0085
0.0316 -0.0332 0.0229
-0.0358 -0.0755 0.0014
0.0923 -0.0040 -0.0303
-0.1279 0.0626 0.0367
0.1177 0.0606 0.0397
-0.1134 0.0483 0.0134
0.0388 0.1114 -0.0748
0.1058 0.0304 -0.1123
-0.0423 0.0233 0.0908
0.0014 -0.1458 0.0321
-0.0172 0.1415 0.0816
-0.0069 0.0575 0.0516
0.0487 -0.1075 0.1903
-0.0964 -0.0340 0.2082
-0.1935 0.0599 -0.0045
-0.0060 -0.0492 -0.0718
-0.1385 0.1000 0.0662
-0.0233 -0.0173 0.1885
0.0648 -0.0657 0.0091
-0.0568 0.0185 -0.0024
0.0013 -0.0095 0.0413
0.3809 -0.3059 0.1993
0.0826 -0.0022 -0.1171
-0.4173 -0.1163 -0.0731
0.1844 0.0029 -0.2478
-0.2769 0.2295 0.0695
0.0579 0.0090 0.0265
0.3973 -0.2325 -0.0306
0.3928 -0.1209 0.1781
0.3698 0.1270 -0.2199
0.0139 0.0084 0.0218
0.0879 0.0303 0.0445
-0.3808 0.2845 0.1247
0.0005 0.0695 0.0400
0.0570 -0.0500 -0.0410
-0.0590 -0.0081 0.0022
-0.0272 0.0028 0.0411
-0.0351 -0.0292 0.0725
0.0678 0.0481 -0.0749
-0.0576 -0.0257 -0.0216
-0.0249 -0.0025 -0.0256
-0.2462 -0.0781 -0.0393
-0.2935 -1.7037 1.3842
-0.2202 -0.0271 -0.7270
0.1379 -0.1095 0.2110
0.0835 0.1007 0.1695
0.0307 -0.2387 0.1351
-0.0839 0.0674 -0.1933
0.0831 -0.0984 0.1954
0.0344 0.1099 0.0497
0.0365 0.1155 0.0295
-0.0243 0.0113 -0.0595
-0.0076 -0.0642 -0.0991
0.0190 -0.1250 -0.1144
-1.0879 0.0069 -0.2894
1.0241 -1.1675 0.5803
-0.7023 -0.3216 -0.9223
0.0420 0.0881 -0.5716
0.1163 0.7444 0.6440

Results
- HOMO energy (eV) = -9.69
- charge = +1
- maximum force (hartree/bohr) = 0.0511
- electronic energy (eV) = -358111.11819

Atomic partial charges in e from the Löwdin method, atoms 1 to 4: 0.21, -0.06, -0.37, -0.07